Computed, not measured: a single C23H31N3O3 molecule, with ωB97M-V/def2-TZVPD.

CARTESIAN COORDINATES (ANGSTROEM)
C 6.87 1.07 -1.68
C 5.70 0.74 -0.76
C 4.52 1.69 -0.98
C 3.39 1.36 -0.07
C 2.48 0.30 -0.18
C 1.66 0.41 0.93
C 0.43 -0.31 1.31
O -0.57 0.30 1.65
N 0.46 -1.66 1.26
C 1.60 -2.51 0.98
C 1.40 -3.25 -0.34
C 0.07 -4.00 -0.35
C -1.08 -3.07 0.02
C -1.30 -2.00 -1.06
O -0.66 -1.98 -2.09
C -2.29 -0.95 -0.74
C -3.45 -1.17 0.00
C -4.33 -0.14 0.26
C -5.58 -0.37 1.04
C -4.04 1.16 -0.20
O -4.96 2.11 0.14
C -5.39 3.04 -0.83
C -2.85 1.41 -0.90
C -2.41 2.79 -1.29
C -2.02 0.34 -1.19
C -0.78 -2.40 1.37
N 2.09 1.51 1.60
C 1.57 2.04 2.83
N 3.14 2.07 1.02
H 7.22 2.08 -1.50
H 7.70 0.38 -1.51
H 6.57 0.99 -2.72
H 6.02 0.81 0.28
H 5.37 -0.29 -0.94
H 4.84 2.72 -0.78
H 4.19 1.62 -2.02
H 2.42 -0.42 -0.97
H 1.68 -3.24 1.80
H 2.51 -1.91 0.97
H 1.41 -2.54 -1.16
H 2.23 -3.95 -0.49
H 0.11 -4.82 0.37
H -0.10 -4.42 -1.34
H -2.01 -3.64 0.11
H -3.70 -2.16 0.35
H -5.72 -1.42 1.25
H -5.53 0.18 1.99
H -6.44 0.01 0.50
H -6.42 3.28 -0.58
H -5.34 2.62 -1.83
H -4.80 3.97 -0.79
H -2.93 3.15 -2.18
H -1.34 2.78 -1.52
H -2.57 3.49 -0.48
H -1.11 0.51 -1.73
H -0.68 -3.17 2.14
H -1.56 -1.69 1.66
H 0.48 1.96 2.82
H 1.96 1.49 3.69
H 1.88 3.08 2.90

The value obtained for the gap between HOMO and LUMO is 9.2 eV. The SMILES is CCCc1cc(C(=O)N2CCC[C@H](C(=O)c3cc(C)c(OC)c(C)c3)C2)n(C)n1. As for the charge: 0. Its energy relative to the best compared isomer or geometry (same formula, charge and spin) is 60.1 kcal per mole.

Computed, not measured: a 5-piece molecular cluster, C2H12O4 overall at a distorted geometry, with ωB97M-V/def2-TZVPD.

CARTESIAN COORDINATES (ANGSTROEM)
C -1.12 -0.67 1.98
C 0.05 -1.23 1.65
H -1.47 0.31 1.68
H -1.85 -1.39 2.39
H 0.37 -2.28 1.77
H 0.80 -0.59 1.28
H 2.12 2.06 0.23
H 0.56 1.57 0.02
O 1.56 1.25 0.20
H 1.78 0.01 -0.76
H 2.18 -1.07 -1.76
O 1.46 -0.68 -1.28
H -0.21 -0.72 -1.54
H -1.26 -1.65 -0.85
O -1.23 -0.79 -1.35
H -1.35 0.94 -0.97
H -0.97 2.50 -0.87
O -1.08 1.67 -0.38

The value obtained for the gap between HOMO and LUMO (alpha / beta) is 10.1 / 5.7 eV. As for the charge: +1. As for the spin multiplicity: 2. Its energy relative to the best compared isomer or geometry (same formula, charge and spin) is 15.9 kcal per mole.

Computed, not measured: C5H8NS2 as an isolated structure at a distorted geometry, with ωB97M-V/def2-TZVPD.

CARTESIAN COORDINATES (ANGSTROEM)
C 3.00 -0.52 0.41
C 2.85 0.79 0.43
C 0.49 -0.03 0.35
C -1.76 1.12 -0.24
C -1.76 -1.35 -0.18
N -1.21 -0.13 0.23
S 1.50 -1.34 0.45
S 1.20 1.44 0.36
H 4.01 -1.00 0.13
H 3.68 1.56 0.24
H -1.94 2.04 0.40
H -2.84 0.88 -0.44
H -1.19 1.50 -1.05
H -2.87 -1.29 -0.27
H -1.50 -2.27 0.42
H -1.65 -1.39 -1.24

The value obtained for the gap between HOMO and LUMO is 8.2 eV. As for the charge: +1. Its energy relative to the best compared isomer or geometry (same formula, charge and spin) is 54.7 kcal per mole.

Computed, not measured: a 4-piece molecular cluster, C2H11O4 overall at a distorted geometry, with ωB97M-V/def2-TZVPD.

CARTESIAN COORDINATES (ANGSTROEM)
C -0.24 0.08 -0.56
O 0.20 0.02 0.72
C 0.47 -0.86 -1.55
H -1.33 0.02 -0.73
H -0.08 1.12 -0.97
H 1.24 -1.45 -1.04
H -0.24 -1.56 -2.00
H 0.99 -0.33 -2.36
H -1.96 1.23 2.52
H -1.11 0.28 1.61
O -2.05 0.47 1.95
H -1.07 -2.34 0.99
H 0.31 -1.85 1.16
O -0.18 -2.70 1.11
H 1.18 2.26 -0.74
H 2.13 2.60 0.33
O 1.72 3.01 -0.43

The value obtained for the gap between HOMO and LUMO is 8.0 eV. As for the charge: -1. Its energy relative to the best compared isomer or geometry (same formula, charge and spin) is 15.8 kcal per mole.

Computed, not measured: a 2-piece molecular cluster, C6H14N2O2 overall at a distorted geometry, with ωB97M-V/def2-TZVPD.

CARTESIAN COORDINATES (ANGSTROEM)
C 2.21 1.74 -0.34
N 1.12 1.19 0.46
C 1.43 0.73 1.70
C 0.27 0.27 2.56
O 2.56 0.46 2.07
H 1.82 1.48 -1.33
H 2.55 2.77 -0.20
H 3.18 1.24 -0.22
H 0.13 1.34 0.35
H -0.51 -0.27 2.02
H 0.64 -0.21 3.46
H -0.17 1.17 3.04
C -2.92 -0.48 -0.27
N -1.64 -0.52 -0.93
C -0.99 -1.58 -1.47
C 0.50 -1.33 -1.89
O -1.47 -2.68 -1.64
H -2.99 0.35 0.41
H -3.84 -0.57 -0.84
H -2.93 -1.50 0.21
H -1.12 0.34 -0.99
H 1.04 -2.27 -1.79
H 0.26 -1.22 -2.95
H 0.88 -0.44 -1.42

The value obtained for the gap between HOMO and LUMO is 10.2 eV. The SMILES is CNC(C)=O.CNC(C)=O. As for the charge: 0. Its energy relative to the best compared isomer or geometry (same formula, charge and spin) is 40.0 kcal per mole.

Computed, not measured: a single C9H10 molecule at a distorted geometry, with ωB97M-V/def2-TZVPD.

CARTESIAN COORDINATES (ANGSTROEM)
C 0.27 1.70 -2.77
C 1.18 1.52 -4.32
C 0.80 -0.37 -0.90
C 1.39 -0.47 -2.35
C -0.37 0.68 -0.57
C 1.12 0.66 -3.29
C -0.09 1.70 -1.56
C -1.03 0.02 1.75
C -0.41 1.15 0.93
H 0.29 -1.31 -0.74
H 1.54 -0.01 -0.15
H 2.56 -0.57 -2.16
H 1.08 -1.34 -2.81
H -1.31 0.18 -0.74
H -1.25 -0.79 1.09
H -1.95 0.23 2.18
H -0.37 -0.18 2.51
H 0.54 1.46 1.52
H -0.95 2.11 0.96

The value obtained for the gap between HOMO and LUMO is 8.5 eV. As for the charge: 0. Its energy relative to the best compared isomer or geometry (same formula, charge and spin) is 147.2 kcal per mole.

Computed, not measured: C21H19BrHgN4O4S2 as an isolated structure, with ωB97M-V/def2-TZVPD.

CARTESIAN COORDINATES (ANGSTROEM)
Hg -1.21 -1.09 -0.88
Br 1.20 -3.24 -0.67
C 0.33 -4.08 0.79
C 0.91 -5.23 1.26
C 0.37 -5.89 2.38
C -0.73 -5.38 3.00
C -1.36 -4.20 2.52
C -2.50 -3.70 3.18
C -3.12 -2.57 2.73
C -2.63 -1.91 1.58
C -1.52 -2.36 0.91
C -0.85 -3.52 1.38
H 1.79 -5.62 0.77
H 0.84 -6.79 2.75
H -1.14 -5.87 3.88
H -2.87 -4.22 4.06
H -3.99 -2.18 3.25
H -3.14 -1.02 1.25
N -3.39 1.82 -0.83
C -3.25 1.76 -2.29
C -4.17 0.70 -2.87
O -4.48 0.63 -4.03
O -4.59 -0.19 -1.96
H -2.50 1.78 -0.35
H -4.28 0.19 -1.11
H -3.90 2.63 -0.53
H -2.24 1.45 -2.54
H -3.44 2.71 -2.79
N 6.61 2.14 -1.16
C 5.22 2.19 -1.34
C 4.49 3.31 -0.93
C 3.13 3.39 -1.19
C 2.48 2.36 -1.85
C 3.20 1.24 -2.25
C 4.56 1.16 -2.00
S 0.75 2.44 -2.19
O 0.56 1.77 -3.45
O 0.38 3.84 -2.09
N 0.06 1.55 -1.08
C -0.23 2.00 0.16
S 0.24 3.55 0.86
C -0.57 3.12 2.33
C -1.13 1.89 2.19
N -0.94 1.26 0.99
H 6.96 2.71 -0.40
H 7.00 1.21 -1.16
H 5.00 4.12 -0.41
H 2.57 4.27 -0.90
H 2.68 0.44 -2.76
H 5.12 0.28 -2.32
H -0.60 3.78 3.17
H -1.71 1.39 2.95

The value obtained for the gap between HOMO and LUMO (alpha / beta) is 6.3 / 7.3 eV. As for the charge: -1. As for the spin multiplicity: 2.

Computed, not measured: C26H24BrMnN7O9S2 as an isolated structure at a distorted geometry, with ωB97M-V/def2-TZVPD.

CARTESIAN COORDINATES (ANGSTROEM)
Mn -0.38 0.22 -0.91
N -3.95 3.43 5.54
C -2.99 2.77 4.84
C -3.07 1.37 4.69
C -2.11 0.70 3.96
C -1.08 1.41 3.36
C -0.99 2.78 3.49
C -1.93 3.46 4.23
S 0.11 0.51 2.41
O 0.58 -0.65 3.09
O 1.12 1.45 1.93
N -0.68 0.06 0.99
C -1.50 -1.00 0.94
N -1.75 -1.34 -0.37
C -2.53 -2.38 -0.60
C -3.06 -3.12 0.44
C -2.78 -2.68 1.73
N -2.03 -1.62 1.98
H -4.63 2.90 6.05
H -3.83 4.40 5.76
H -3.88 0.83 5.15
H -2.14 -0.37 3.84
H -0.16 3.30 3.01
H -1.85 4.53 4.36
H -2.74 -2.62 -1.64
H -3.67 -3.99 0.26
H -3.19 -3.18 2.60
O 0.58 -0.16 -4.80
C 0.44 -0.62 -3.69
O -0.20 -0.05 -2.72
C 1.06 -1.97 -3.34
C 1.21 -2.38 -2.03
C 1.85 -3.56 -1.72
C 2.33 -4.40 -2.71
C 2.14 -4.01 -4.03
C 1.54 -2.80 -4.36
N 2.61 -4.89 -5.09
O 2.39 -4.55 -6.23
O 3.18 -5.90 -4.75
N 2.05 -3.89 -0.32
O 2.48 -4.98 -0.05
O 1.77 -3.02 0.48
H 0.84 -1.76 -1.20
H 2.83 -5.33 -2.48
H 1.46 -2.50 -5.39
Br -5.37 3.11 0.55
C -3.70 3.21 -0.32
C -3.21 4.42 -0.81
C -1.97 4.42 -1.42
C -1.26 3.23 -1.52
N -1.75 2.07 -1.07
C -2.94 2.06 -0.48
H -3.79 5.32 -0.71
H -1.55 5.33 -1.81
H -0.29 3.19 -1.99
H -3.31 1.10 -0.13
O 1.42 1.00 -0.72
S 2.57 1.62 0.05
C 3.81 1.72 -1.32
C 4.35 0.31 -1.46
C 4.66 -0.13 -0.03
C 3.42 0.17 0.80
H 4.58 2.43 -1.03
H 3.30 2.08 -2.21
H 5.23 0.27 -2.10
H 3.58 -0.33 -1.90
H 5.51 0.44 0.34
H 4.92 -1.19 0.02
H 3.64 0.41 1.83
H 2.69 -0.64 0.78

The value obtained for the gap between HOMO and LUMO (alpha / beta) is 5.8 / 7.1 eV. As for the charge: +1. As for the spin multiplicity: 5. Its energy relative to the best compared isomer or geometry (same formula, charge and spin) is 0.0 kcal per mole.

Computed, not measured: a 2-piece molecular cluster, C4H9N overall at a distorted geometry, with ωB97M-V/def2-TZVPD.

CARTESIAN COORDINATES (ANGSTROEM)
C 1.21 -0.63 -0.83
N 1.61 -0.13 0.25
C 3.00 0.26 0.41
H 0.14 -0.82 -0.81
H 1.82 -1.07 -1.63
H 3.40 -0.36 1.22
H 3.60 0.12 -0.50
H 3.04 1.31 0.73
C -2.74 0.30 -0.42
C -3.11 0.08 0.85
H -3.52 0.22 -1.19
H -1.75 0.41 -0.82
H -4.09 -0.32 1.10
H -2.62 0.64 1.66

The value obtained for the gap between HOMO and LUMO is 10.8 eV. The SMILES is C=NC.C=C. As for the charge: 0. Its energy relative to the best compared isomer or geometry (same formula, charge and spin) is 54.3 kcal per mole.

Computed, not measured: an isolated ion of composition C16H22NO and charge +1 at a distorted geometry, with ωB97M-V/def2-TZVPD.

CARTESIAN COORDINATES (ANGSTROEM)
C -2.83 3.39 -2.34
C -2.01 1.99 -2.74
C -2.90 0.77 -2.03
C -0.51 2.16 -2.11
C 0.60 1.07 -2.64
C 0.18 0.27 -4.01
C 0.80 -0.05 -1.46
O 2.17 -0.03 -0.84
C 1.96 -0.81 0.42
C 1.97 -2.45 0.27
C 1.73 -3.35 1.64
C 1.45 -2.54 3.05
C 1.15 -3.37 4.46
C 0.85 -2.50 5.83
N 0.84 -0.96 5.84
C 1.10 -0.12 4.60
C 1.43 -0.87 3.18
C 1.70 0.03 1.82
H -3.84 3.34 -2.95
H -2.19 4.33 -2.70
H -3.05 3.43 -1.18
H -2.05 1.94 -3.91
H -3.96 0.83 -2.57
H -2.44 -0.29 -2.24
H -3.11 0.97 -0.89
H -0.63 2.08 -0.93
H -0.15 3.27 -2.32
H 1.59 1.68 -2.88
H -0.80 -0.36 -3.74
H 1.04 -0.54 -4.20
H 0.03 0.96 -4.95
H 0.03 0.01 -0.58
H 0.72 -1.14 -1.95
H 2.15 -2.91 -0.80
H 1.75 -4.51 1.51
H 1.18 -4.54 4.39
H 0.62 -3.06 6.83
H 0.64 -0.43 6.73
H 1.08 1.07 4.57
H 1.71 1.21 1.79

The value obtained for the gap between HOMO and LUMO is 6.6 eV. The SMILES is CC(C)C[C@H](C)COc1ccc2cc[nH+]cc2c1. As for the charge: +1. Its energy relative to the best compared isomer or geometry (same formula, charge and spin) is 346.2 kcal per mole.

Computed, not measured: a 6-piece molecular cluster, C16H32Br8O2 overall at a distorted geometry, with ωB97M-V/def2-TZVPD.

CARTESIAN COORDINATES (ANGSTROEM)
C -0.59 1.74 0.17
C 0.32 0.54 0.36
C -0.66 -0.53 0.84
O -1.81 -0.21 0.12
C -1.91 1.16 -0.30
H -0.11 2.56 -0.36
H -0.73 2.12 1.19
H 1.16 0.58 1.06
H 0.77 0.24 -0.58
H -1.00 -0.48 1.88
H -0.23 -1.47 0.49
H -2.73 1.79 0.04
H -1.85 1.10 -1.38
C 1.34 0.42 -4.58
C 2.54 -0.08 -5.27
C 3.69 0.83 -4.68
O 3.09 1.45 -3.50
C 1.89 0.69 -3.19
H 0.57 -0.36 -4.55
H 0.88 1.28 -5.07
H 2.47 0.02 -6.36
H 2.75 -1.13 -5.11
H 3.93 1.60 -5.41
H 4.58 0.28 -4.39
H 1.11 1.22 -2.64
H 2.15 -0.16 -2.57
Br -5.66 2.06 2.37
C -4.37 0.78 3.11
C -3.24 1.53 3.78
Br -1.85 0.23 4.41
H -3.97 0.22 2.26
H -4.83 0.10 3.82
H -3.60 2.19 4.57
H -2.69 2.28 3.20
Br 2.73 -5.19 2.70
C 1.86 -4.50 1.05
C 2.88 -3.61 0.28
Br 1.88 -2.84 -1.21
H 1.05 -3.85 1.39
H 1.50 -5.35 0.47
H 3.64 -4.24 -0.17
H 3.37 -2.80 0.82
Br -2.10 -4.11 0.86
C -3.83 -3.10 0.85
C -4.62 -3.30 2.08
Br -6.34 -2.35 1.90
H -4.29 -3.49 -0.05
H -3.63 -2.11 0.43
H -4.07 -2.89 2.92
H -4.75 -4.36 2.29
Br 3.45 4.33 3.50
C 3.26 4.80 1.55
C 2.57 3.64 0.85
Br 2.62 3.84 -1.10
H 4.30 4.84 1.23
H 2.66 5.71 1.48
H 1.52 3.72 1.15
H 2.94 2.63 1.03

The value obtained for the gap between HOMO and LUMO is 9.9 eV. The SMILES is C1CCOC1.C1CCOC1.BrCCBr.BrCCBr.BrCCBr.BrCCBr. As for the charge: 0. Its energy relative to the best compared isomer or geometry (same formula, charge and spin) is 1.6 kcal per mole.

Computed, not measured: a single C4H9NO3 molecule, with ωB97M-V/def2-TZVPD.

CARTESIAN COORDINATES (ANGSTROEM)
N 0.13 1.11 1.12
C -0.66 0.28 0.24
C -1.43 -0.77 1.07
O -0.63 -1.27 2.11
C 0.16 -0.50 -0.80
C 1.34 0.21 -1.41
O 2.25 0.72 -0.78
O 1.31 0.20 -2.76
H -0.19 2.05 1.24
H 1.12 1.09 0.91
H -1.39 0.88 -0.30
H -2.35 -0.30 1.46
H -1.70 -1.64 0.47
H -0.12 -0.51 2.43
H 0.61 -1.40 -0.35
H -0.54 -0.83 -1.56
H 2.09 0.69 -3.08

The value obtained for the gap between HOMO and LUMO is 10.1 eV. The SMILES is N[C@H](CO)CC(=O)O. As for the charge: 0. Its energy relative to the best compared isomer or geometry (same formula, charge and spin) is 15.9 kcal per mole.

| no. | calculated total energy (a.u.) |
| --- | --- |
| 1 | -1285.0263 |
| 2 | -383.9608 |
| 3 | -1046.0838 |
| 4 | -383.7806 |
| 5 | -496.9937 |
| 6 | -348.6423 |
| 7 | -4855.5044 |
| 8 | -6586.6937 |
| 9 | -212.4646 |
| 10 | -752.0502 |
| 11 | -21371.3597 |
| 12 | -438.3037 |